The following is a quantum chemistry calculation of the ion C22H34N2 with charge +2, from the Open Molecules 2025 dataset.

```
58
Properties=species:S:1:pos:R:3:nbo_charge:R:1
C 4.55801 0.10497 -4.26974 -0.669
C 4.73995 -1.30558 -3.83871 0.292
N 3.77147 -2.22033 -4.05030 -0.271
C 3.94780 -3.50320 -3.69229 0.098
C 5.10370 -3.94244 -3.09342 -0.230
C 6.12320 -3.02555 -2.85925 -0.084
C 5.92875 -1.71049 -3.23843 -0.216
H 6.70497 -0.97914 -3.07835 0.251
H 7.04839 -3.33389 -2.39877 0.254
H 5.20929 -4.98052 -2.82433 0.261
H 3.13787 -4.18357 -3.90578 0.241
C 2.49689 -1.84989 -4.65072 -0.218
H 2.66006 -1.05295 -5.37593 0.236
H 2.10661 -2.71784 -5.18579 0.231
C 1.46194 -1.40179 -3.60744 -0.411
C 1.01525 -2.52803 -2.67330 -0.402
C -0.32330 -2.23780 -1.98893 -0.384
C -0.30763 -1.07627 -0.99552 -0.395
C -1.67874 -0.93849 -0.33333 -0.384
C -1.76154 0.20290 0.68068 -0.395
C -3.17539 0.29172 1.25611 -0.393
C -3.41293 1.47464 2.19619 -0.401
H -4.48315 1.53935 2.40454 0.219
H -3.11674 2.39973 1.69911 0.210
C -2.66630 1.32115 3.52926 -0.225
N -3.13419 2.30111 4.50023 -0.266
C -4.22060 1.98037 5.22388 0.094
C -4.77258 2.84708 6.13519 -0.225
C -4.18297 4.09537 6.30897 -0.082
C -3.06937 4.41183 5.55337 -0.214
C -2.54455 3.50557 4.63673 0.291
C -1.34273 3.85325 3.83381 -0.667
H -1.51720 3.71929 2.76827 0.244
H -1.06686 4.88928 4.00674 0.257
H -0.49367 3.23125 4.12009 0.251
H -2.59210 5.37228 5.66629 0.252
H -4.58519 4.80184 7.01768 0.255
H -5.64211 2.55337 6.69992 0.262
H -4.64160 0.99985 5.05804 0.238
H -2.85947 0.32401 3.93084 0.229
H -1.59295 1.42804 3.38425 0.231
H -3.87698 0.38627 0.42580 0.224
H -3.41195 -0.63837 1.77622 0.204
H -1.50683 1.14451 0.18896 0.199
H -1.03478 0.02846 1.47698 0.190
H -2.42810 -0.77519 -1.11029 0.204
H -1.92626 -1.87596 0.16849 0.203
H 0.45355 -1.25516 -0.23245 0.197
H -0.06095 -0.14423 -1.50773 0.193
H -1.07543 -2.04067 -2.75528 0.204
H -0.63003 -3.14036 -1.45720 0.215
H 1.77812 -2.71579 -1.91366 0.200
H 0.88322 -3.44283 -3.25509 0.204
H 0.59592 -1.04024 -4.16373 0.233
H 1.85201 -0.56979 -3.02052 0.208
H 3.63679 0.53734 -3.88614 0.244
H 4.53018 0.17086 -5.35860 0.257
H 5.39122 0.71068 -3.92563 0.256
```

## Properties
Charge = +2
Relative energy (zero: lowest compared OMol25 entry of this formula, charge and spin) = 0.0 kcal/mol
Electronic energy = -967.73644 hartree
Structure (SMILES) = Cc1cccc[n+]1CCCCCCCCCC[n+]1ccccc1C
2S+1 = 1
HOMO = -15.45 eV
Frontier orbital gap = 0.3719 Eh